(1)
Computed, not measured: a molecular structure, C29H53N2O2P2Pb, with the ωB97M-V functional and the def2-TZVPD basis.

## Properties
maximum force = 0.1119 Eh/bohr
E_LUMO (spin up / spin down) = -11.556 / -10.965 eV
net charge = +3
frontier orbital gap (spin up / spin down) = 5.5 / 6.1 eV
ΔE to the lowest compared entry with this formula, charge and spin = 4.502 eV
electronic energy = -61803.3659 eV

Element x y z (Å)
1 C 1.27 0.36 -2.88
2 C -1.01 0.28 -2.26
3 C 0.95 0.87 -4.15
4 C -1.36 0.86 -3.50
5 C -0.38 1.17 -4.43
6 H 1.76 1.02 -4.85
7 H -2.43 0.95 -3.77
8 H -0.66 1.61 -5.38
9 N 0.32 0.16 -1.94
10 P 3.12 0.15 -0.77
11 P -2.90 -0.57 0.00
12 C 2.75 -0.02 -2.57
13 H 2.93 -1.08 -2.88
14 H 3.44 0.57 -3.20
15 C 0.22 -1.38 3.17
16 O -0.26 -1.68 4.17
17 C -2.12 -0.43 -1.62
18 H -2.97 -0.41 -2.37
19 C -4.38 -1.70 -0.56
20 C -3.50 0.97 1.09
21 C 4.13 -1.38 -0.26
22 C 4.00 1.80 -0.75
23 C -4.21 -2.92 0.36
24 H -4.31 -2.69 1.43
25 H -4.94 -3.70 0.11
26 H -3.21 -3.34 0.20
27 C -5.76 -1.03 -0.38
28 H -5.96 -0.69 0.65
29 H -5.87 -0.19 -1.08
30 H -6.53 -1.78 -0.65
31 C -4.31 -2.15 -2.02
32 H -4.94 -3.04 -2.16
33 H -4.68 -1.40 -2.73
34 H -3.29 -2.40 -2.32
35 C -4.17 0.38 2.34
36 H -3.47 -0.26 2.91
37 H -4.49 1.21 3.00
38 H -5.06 -0.24 2.13
39 C -2.29 1.79 1.53
40 H -1.59 1.21 2.14
41 H -1.72 2.21 0.69
42 H -2.63 2.64 2.14
43 C -4.43 1.88 0.28
44 H -5.36 1.39 -0.03
45 H -4.71 2.73 0.93
46 H -3.93 2.27 -0.61
47 C 4.36 2.15 0.70
48 H 4.92 3.10 0.71
49 H 3.45 2.30 1.33
50 H 4.98 1.38 1.18
51 C 3.04 2.87 -1.29
52 H 2.78 2.70 -2.34
53 H 2.11 2.94 -0.70
54 H 3.54 3.85 -1.23
55 C 5.25 1.79 -1.64
56 H 5.66 2.81 -1.67
57 H 6.04 1.13 -1.26
58 H 5.02 1.50 -2.67
59 C 3.75 -2.56 -1.15
60 H 4.10 -2.43 -2.18
61 H 4.23 -3.47 -0.76
62 H 2.66 -2.74 -1.16
63 C 3.79 -1.69 1.21
64 H 2.72 -1.93 1.36
65 H 4.36 -2.58 1.52
66 H 4.06 -0.87 1.89
67 C 5.63 -1.13 -0.39
68 H 5.92 -0.91 -1.43
69 H 5.99 -0.33 0.28
70 H 6.14 -2.06 -0.09
71 Pb 0.73 -0.10 0.64
72 N -0.38 -1.89 -0.15
73 C -1.20 -2.25 -1.04
74 C -1.10 -3.76 -1.62
75 C -2.08 -4.29 -2.65
76 C 0.31 -3.84 -2.19
77 C -1.18 -4.65 -0.37
78 H -3.10 -4.40 -2.26
79 H -2.05 -3.75 -3.59
80 H -1.81 -5.32 -2.90
81 H 1.01 -3.71 -1.36
82 H 0.51 -4.83 -2.63
83 H 0.48 -3.06 -2.94
84 H -0.83 -5.68 -0.59
85 H -0.52 -4.23 0.41
86 H -2.21 -4.75 0.01
87 O 0.30 3.03 0.42
88 H -0.02 3.68 -0.22
89 H 0.42 3.54 1.25

=====

(2)
Computed, not measured: a single C2H3BrN2S molecule, with the ωB97M-V functional and the def2-TZVPD basis.

## Properties
maximum force = 0.0765 Eh/bohr
E_LUMO (spin up / spin down) = -0.367 / -0.366 eV
frontier orbital gap (spin up / spin down) = 7.8 / 7.8 eV
ΔE to the lowest compared entry with this formula, charge and spin = 2.485 eV
electronic energy = -85977.5044 eV

Element x y z (Å)
1 Br -3.05 -0.07 -0.15
2 N -1.08 -0.11 0.93
3 C -0.13 0.77 -0.01
4 C 0.70 0.00 -0.70
5 S 0.55 -1.70 -0.38
6 N -0.52 -1.28 0.93
7 H -0.30 1.82 0.01
8 H 1.43 0.31 -1.42
9 H -1.03 -2.04 1.35

=====

(3)
Computed, not measured: a single CH3P3 molecule, with the ωB97M-V functional and the def2-TZVPD basis.

## Properties
maximum force = 0.0943 Eh/bohr
E_LUMO = -0.566 eV
frontier orbital gap = 7.5 eV
ΔE to the lowest compared entry with this formula, charge and spin = 1.920 eV
electronic energy = -28947.6442 eV

Element x y z (Å)
1 C -1.17 -0.86 -0.16
2 P -2.48 0.29 -0.75
3 P -1.64 2.38 -0.91
4 P -0.20 0.78 0.02
5 H -1.74 -1.33 0.69
6 H 1.04 0.60 -0.50
7 H 0.12 0.71 1.35

=====

(4)
Computed, not measured: 14 unconnected molecules or ions with the total composition C5H34O16, with the ωB97M-V functional and the def2-TZVPD basis.

## Properties
maximum force = 0.1302 Eh/bohr
E_LUMO = 4.550 eV
net charge = -2
frontier orbital gap = 9.0 eV
ΔE to the lowest compared entry with this formula, charge and spin = 4.957 eV
electronic energy = -38495.8490 eV

Element x y z (Å)
1 O 0.12 -1.93 2.23
2 C -0.21 -1.03 1.29
3 O -1.46 -0.79 1.14
4 C 1.15 -0.65 0.61
5 C 0.98 -0.69 -0.80
6 C 0.58 0.61 -1.50
7 C 0.63 0.61 -3.04
8 O 0.58 1.86 -3.70
9 H 1.29 0.36 1.17
10 H 2.06 -1.23 1.14
11 H 1.93 -0.98 -1.35
12 H 0.28 -1.58 -1.08
13 H 1.45 1.31 -1.05
14 H -0.32 1.14 -1.45
15 H 1.63 0.32 -3.37
16 H -0.08 0.02 -3.49
17 H 1.65 -4.45 1.82
18 H 1.21 -2.84 1.79
19 O 1.84 -3.55 1.51
20 H -2.14 1.68 0.27
21 H -2.11 2.73 -0.67
22 O -2.43 2.64 0.30
23 H -0.61 2.38 1.17
24 H -0.38 3.34 0.04
25 O 0.10 3.08 0.81
26 H 1.64 -4.38 -0.35
27 H 0.59 -3.71 0.10
28 O 0.80 -4.29 -0.77
29 H 3.82 -0.72 1.06
30 H 4.45 0.40 1.54
31 O 4.71 -0.38 0.98
32 H -0.68 4.04 -1.88
33 H -0.24 4.65 -0.50
34 O -0.12 4.73 -1.44
35 H -2.09 3.34 -2.88
36 H -0.07 2.52 -3.32
37 O -1.66 2.78 -2.37
38 H 1.76 3.59 0.02
39 H 2.69 2.99 -1.04
40 O 2.78 3.37 -0.18
41 H -2.38 -0.19 2.66
42 H -2.84 1.01 1.83
43 O -3.12 0.51 2.66
44 H 1.28 -2.05 3.49
45 H 2.73 -2.52 3.28
46 O 2.18 -1.96 3.86
47 H -3.96 1.09 -1.92
48 H -3.08 1.67 -2.85
49 O -3.87 1.12 -2.91
50 H -2.16 -3.52 1.87
51 H -1.50 -3.13 3.05
52 O -2.41 -3.47 2.87
53 H -1.71 -3.67 -0.40
54 H -2.67 -2.57 -0.15
55 O -2.62 -3.65 -0.07

=====

(5)
Computed, not measured: a molecular structure, C18H19IN2STi, with the ωB97M-V functional and the def2-TZVPD basis.

## Properties
maximum force = 0.0381 Eh/bohr
E_LUMO (spin up / spin down) = -8.798 / -8.799 eV
net charge = +2
frontier orbital gap (spin up / spin down) = 5.7 / 5.7 eV
ΔE to the lowest compared entry with this formula, charge and spin = 0.507 eV
electronic energy = -63991.6090 eV

Element x y z (Å)
1 C -0.65 -4.33 2.33
2 C -0.75 -4.29 0.80
3 H 0.29 -3.91 2.67
4 H -0.67 -5.38 2.64
5 H -1.48 -3.82 2.84
6 H -0.17 -3.47 0.35
7 H -0.34 -5.22 0.40
8 H -1.79 -4.27 0.46
9 C 1.73 1.96 1.50
10 C 2.63 3.01 1.63
11 C 3.23 3.55 0.49
12 C 2.85 3.09 -0.76
13 H 1.23 1.46 2.32
14 H 2.86 3.39 2.62
15 H 3.99 4.33 0.57
16 H 3.21 3.53 -1.69
17 N 1.42 1.49 0.27
18 C 1.95 2.03 -0.87
19 C 1.42 1.48 -2.11
20 N 0.58 0.40 -1.98
21 C -0.09 -0.08 -3.07
22 C 1.07 1.49 -4.49
23 C 0.18 0.42 -4.34
24 H -0.82 -0.86 -2.86
25 H -0.30 -0.03 -5.21
26 C 1.65 2.06 -3.36
27 H 2.28 2.94 -3.39
28 H 1.32 1.89 -5.47
29 Ti 0.27 -0.15 -0.05
30 I 1.97 -1.88 0.83
31 S -1.79 0.79 0.37
32 C -2.96 0.51 1.63
33 C -3.90 -0.53 1.49
34 C -4.79 -0.80 2.52
35 C -4.77 -0.04 3.70
36 C -3.87 1.03 3.82
37 C -2.97 1.31 2.79
38 H -3.88 -1.12 0.58
39 H -5.50 -1.63 2.41
40 H -5.41 -0.31 4.54
41 H -3.87 1.65 4.72
42 H -2.24 2.10 2.89

=====

(6)
Computed, not measured: 5 unconnected molecules or ions with the total composition C5H18NO6, with the ωB97M-V functional and the def2-TZVPD basis.

## Properties
maximum force = 0.0821 Eh/bohr
E_LUMO = 3.002 eV
net charge = -1
frontier orbital gap = 7.5 eV
ΔE to the lowest compared entry with this formula, charge and spin = 2.888 eV
electronic energy = -19252.8898 eV

Element x y z (Å)
1 O -1.48 -0.89 3.01
2 C -0.93 -0.26 2.12
3 O -1.07 0.95 1.78
4 C 0.22 -1.07 1.38
5 C -0.45 -1.68 0.17
6 C -1.32 -0.69 -0.62
7 C -0.73 0.75 -0.87
8 N -0.37 1.12 -2.28
9 H 1.04 -0.37 1.08
10 H 0.54 -1.94 1.98
11 H 0.25 -2.14 -0.58
12 H -1.09 -2.48 0.54
13 H -2.24 -0.61 -0.04
14 H -1.57 -1.15 -1.61
15 H 0.16 0.87 -0.27
16 H -1.50 1.55 -0.67
17 H -0.52 2.05 -2.60
18 H -0.35 0.42 -3.02
19 H -0.25 2.84 0.62
20 H -0.51 2.76 2.11
21 O -0.01 3.25 1.48
22 H 2.65 -0.71 -1.13
23 H 1.65 0.17 -1.82
24 O 1.91 -0.79 -1.70
25 H 0.20 -2.46 -3.39
26 H 1.03 -2.59 -1.96
27 O 0.49 -3.07 -2.57
28 H 1.72 2.39 0.13
29 H 2.92 1.21 0.11
30 O 2.36 1.80 -0.33